Entry 1:
Below is a molecular structure, C30H50BrN3OP2Pt in a non-equilibrium geometry, with properties calculated with the ωB97M-V functional and the def2-TZVPD basis.

Values from the calculation:
Energy above the lowest of the compared OMol25 structures with the same formula, charge and spin (kcal/mol): 10.7
Net charge: +2
Spin multiplicity: 3
Total energy (Eh): -4787.72394
HOMO-LUMO gap (spin up / spin down) (eV): 5.40 / 4.43

Atoms and positions in Å:
C1 -3.93448 -4.04617 -4.49598
C2 -2.59172 -3.63565 -4.65546
C3 -1.94987 -4.02794 -5.84218
C4 -2.63694 -4.75219 -6.80820
N1 -3.90114 -5.08479 -6.61117
C5 -4.57361 -4.76388 -5.51979
C6 -1.85161 -2.86849 -3.65827
C7 -1.25497 -2.34236 -2.69710
C8 -1.06140 -2.10013 -1.25067
C9 -2.01288 -1.25132 -0.55315
C10 -1.56688 -0.73721 0.67023
C11 -0.34478 -1.19031 1.26629
C12 0.18748 -2.44556 0.80390
C13 -0.23076 -2.98565 -0.40579
Pt1 0.14234 -0.84631 -2.16582
P1 0.30141 1.71025 -1.09317
H1 -0.90813 -3.80824 -5.97820
H2 -4.47824 -3.84645 -3.58105
H3 -2.13073 -5.06564 -7.71321
H4 -5.61645 -5.08901 -5.42890
H5 -0.06524 -4.01615 -0.77651
H6 -3.02019 -1.06116 -0.97726
H7 0.85753 -3.00829 1.46827
H8 -2.16398 -0.13962 1.34983
C14 1.11633 2.90121 0.19718
C15 1.44480 4.37705 -0.13471
H9 2.04638 2.37466 0.47080
H10 0.46608 2.89422 1.09144
H11 1.64134 4.93948 0.79268
H12 2.36553 4.45825 -0.72837
H13 0.62881 4.90703 -0.64448
C16 0.51386 2.80696 -2.59727
C17 -0.71794 2.82919 -3.49247
H14 1.37710 2.41409 -3.16398
H15 0.79741 3.85795 -2.40138
H16 -0.46683 2.69082 -4.54868
H17 -1.42068 2.03884 -3.22794
H18 -1.24614 3.79161 -3.46464
C18 -1.40703 2.11564 -0.41256
C19 -1.87136 3.57498 -0.34316
H19 -1.32111 1.74465 0.62713
H20 -2.13683 1.48189 -0.94474
H21 -2.94321 3.60382 -0.12118
H22 -1.40713 4.12962 0.48232
H23 -1.74483 4.13304 -1.27576
Br1 0.78966 -0.09593 2.41733
P2 2.28030 -0.45058 -0.83893
C20 3.66501 1.34038 -0.77805
C21 5.13667 1.28557 -1.20681
H24 3.67729 1.64797 0.29039
H25 3.09387 2.14129 -1.28349
H26 5.45194 2.20236 -1.77172
H27 5.83665 1.31808 -0.35294
H28 5.41051 0.39177 -1.78249
C22 3.21573 -1.31145 0.68540
C23 4.64617 -1.83014 0.98819
H29 2.58487 -2.18701 0.90676
H30 2.99026 -0.62559 1.52308
H31 4.77928 -1.95529 2.08924
H32 4.82893 -2.83397 0.57255
H33 5.42520 -1.13910 0.65884
C24 2.36892 -2.10544 -1.89423
C25 3.60871 -2.11534 -2.81502
H34 1.46594 -2.29987 -2.49343
H35 2.49929 -2.92902 -1.18177
H36 3.49019 -2.87339 -3.62195
H37 3.74751 -1.15065 -3.31193
H38 4.56356 -2.33192 -2.30572
C26 -3.00571 2.62171 3.77004
N2 -2.50324 1.82724 4.86548
C27 -2.69798 2.22993 6.22261
C28 -1.95743 0.64543 4.47440
O1 -2.02917 0.44946 3.25346
N3 -1.24297 -0.19876 5.30303
C29 -0.86841 0.08501 6.66472
C30 -0.68649 -1.39641 4.67834
H39 -3.48500 3.48085 4.22530
H40 -3.72254 2.03966 3.18319
H41 -2.16533 2.97380 3.15193
H42 -3.21600 1.45057 6.82630
H43 -1.73699 2.49600 6.72197
H44 -3.35459 3.10932 6.20599
H45 -1.76146 0.04399 7.30004
H46 -0.19558 -0.70271 6.99881
H47 -0.39399 1.06970 6.72773
H48 -1.38010 -1.84405 3.91169
H49 0.20736 -1.02579 4.08138
H50 -0.27019 -2.11043 5.43343

Mulliken population analysis, charges in e, atoms 1 to 5: number 1, C, carries -0.42; number 2, C, carries 0.37; number 3, C, carries -0.48; number 4, C, carries -0.38; number 5, N, carries -0.51

---

Entry 2:
Below is a molecular structure, C36H41BrF7NP2S3Y in a non-equilibrium geometry, with properties calculated with the ωB97M-V functional and the def2-TZVPD basis.

Values from the calculation:
Net charge: +3
Total energy (Eh): -6638.97211
HOMO-LUMO gap (eV): 6.01

Atoms and positions in Å:
Y1 -0.78691 -0.29279 0.11412
C1 2.25858 -4.13992 3.92088
C2 3.20596 -3.61854 2.84634
S1 2.38256 -2.63615 1.54200
C3 2.99949 -0.94292 1.80011
C4 2.41594 -0.25544 3.02523
S2 0.58849 -0.14335 2.99505
C5 0.06032 -0.83251 4.60494
C6 0.15624 -2.34305 4.76559
S3 1.83904 -2.91763 5.20384
H1 2.75617 -4.94981 4.45432
H2 1.33917 -4.53395 3.49129
H3 3.65587 -4.46167 2.32180
H4 4.00091 -3.01068 3.27506
H5 2.76774 -0.40140 0.87692
H6 4.08469 -0.99213 1.88525
H7 2.78510 0.76621 3.10903
H8 2.66988 -0.81653 3.92202
H9 -0.98041 -0.50801 4.68158
H10 0.63754 -0.30891 5.36673
H11 -0.18056 -2.86664 3.87242
H12 -0.48470 -2.62802 5.60046
F1 -3.66460 6.10585 -2.06629
C7 -2.97101 5.28973 -1.31576
C8 -2.84184 5.52278 0.04825
F2 -3.40374 6.57309 0.59098
C9 -2.11829 4.63098 0.82906
F3 -2.00262 4.88096 2.12497
C10 -1.49845 3.50326 0.29637
P1 -0.61152 2.32179 1.40266
C11 -1.76774 2.06891 2.78788
C12 -1.71151 2.72070 4.01483
C13 -2.59518 2.36342 5.02476
C14 -3.55233 1.37860 4.81805
C15 -3.62876 0.73717 3.58890
C16 -2.73037 1.07740 2.59220
C17 0.83460 3.31712 1.86861
C18 1.40714 4.13402 0.88945
C19 2.51989 4.90122 1.19102
C20 3.07638 4.85942 2.46182
C21 2.51798 4.03888 3.43218
C22 1.40982 3.25982 3.13941
C23 -1.60591 3.33304 -1.07902
Br1 -0.61595 1.98572 -2.01081
C24 -2.33951 4.18937 -1.88061
F4 -2.43794 3.95984 -3.18244
H13 -1.01086 3.52648 4.18062
H14 -2.54274 2.86871 5.98028
H15 -4.24624 1.11380 5.60415
H16 -4.39162 -0.00975 3.40977
H17 -2.80896 0.58103 1.62007
H18 0.98488 4.19419 -0.10611
H19 2.95147 5.54456 0.43580
H20 3.94203 5.46265 2.69936
H21 2.94639 4.00911 4.42571
H22 0.98033 2.63072 3.90582
F5 2.60937 -4.49446 -4.83366
C25 3.37977 -3.83103 -3.96694
F6 4.22976 -3.06421 -4.64167
F7 4.06740 -4.71702 -3.24362
C26 2.49928 -2.99808 -3.05171
C27 2.44812 -1.61722 -3.16496
C28 1.61866 -0.92394 -2.30670
N1 0.86550 -1.52455 -1.36960
C29 0.92412 -2.86456 -1.28190
C30 1.72069 -3.63761 -2.09727
H23 3.04311 -1.09729 -3.90249
H24 1.55844 0.15608 -2.37215
H25 0.30192 -3.33667 -0.53044
H26 1.74656 -4.71308 -1.98625
C31 -2.93076 -3.17199 -3.94624
C32 -1.94144 -2.66389 -2.89344
P2 -2.67947 -1.45085 -1.72351
C33 -3.49880 -0.18524 -2.76514
C34 -4.26258 0.83592 -1.91932
C35 -4.03144 -2.36625 -0.87683
C36 -4.18193 -1.96059 0.59216
H27 -2.51912 -4.05749 -4.42865
H28 -3.11072 -2.43030 -4.72199
H29 -3.88585 -3.46016 -3.50617
H30 -1.07526 -2.19811 -3.36875
H31 -1.57890 -3.49549 -2.28414
H32 -4.17658 -0.71332 -3.43810
H33 -2.73717 0.29248 -3.38355
H34 -5.14401 0.38667 -1.46152
H35 -4.60277 1.66275 -2.54069
H36 -3.63723 1.24661 -1.11590
H37 -3.80499 -3.43078 -0.95514
H38 -4.95941 -2.18305 -1.42042
H39 -3.23063 -2.07702 1.13331
H40 -4.90899 -2.60260 1.08719
H41 -4.52579 -0.92884 0.69182

Mulliken population analysis, charges in e, atoms 1 to 5: number 1, Y, carries -0.11; number 2, C, carries -0.66; number 3, C, carries -0.91; number 4, S, carries 0.11; number 5, C, carries -1.06

---

Entry 3:
Below is 5 unconnected molecules or ions with the total composition C2H13NO4 in a non-equilibrium geometry, with properties calculated with the ωB97M-V functional and the def2-TZVPD basis.

Values from the calculation:
Energy above the lowest of the compared OMol25 structures with the same formula, charge and spin (kcal/mol): 36.1
Net charge: 0
Structure (SMILES): C=NC.O.O.O.O
Total energy (Eh): -439.66526
HOMO-LUMO gap (eV): 10.85

Atoms and positions in Å:
C1 1.27741 1.63120 0.02663
N1 0.16510 1.59777 0.67271
C2 -1.03838 1.28261 -0.18824
H1 2.28590 1.91853 0.45055
H2 1.29004 1.17608 -0.99886
H3 -1.91577 1.55339 0.42242
H4 -1.05509 1.89404 -1.10367
H5 -1.05745 0.23780 -0.48772
O1 0.16797 -1.98901 -1.44060
H6 0.08912 -2.92963 -1.48502
H7 0.11831 -1.86728 -0.50614
O2 -0.50874 -2.06578 1.30328
H8 -0.32618 -1.25725 1.74709
H9 -1.20647 -2.40459 1.78395
O3 0.31820 0.45252 -3.03590
H10 -0.23447 0.32173 -3.90158
H11 0.45460 -0.46630 -2.65787
O4 -0.15084 0.09125 2.88473
H12 -0.26459 0.61162 2.03939
H13 0.61947 0.63286 3.26613

Mulliken population analysis, charges in e, atoms 1 to 5: number 1, C, carries -0.09; number 2, N, carries -0.53; number 3, C, carries -0.79; number 4, H, carries 0.27; number 5, H, carries 0.13

---

- Among the records above, which one has the highest net charge?
  C36H41BrF7NP2S3Y

---

Repeat the third record exactly.
Below is 5 unconnected molecules or ions with the total composition C2H13NO4 in a non-equilibrium geometry, with properties calculated with the ωB97M-V functional and the def2-TZVPD basis.

Values from the calculation:
Energy above the lowest of the compared OMol25 structures with the same formula, charge and spin (kcal/mol): 36.1
Net charge: 0
Structure (SMILES): C=NC.O.O.O.O
Total energy (Eh): -439.66526
HOMO-LUMO gap (eV): 10.85

Atoms and positions in Å:
C1 1.27741 1.63120 0.02663
N1 0.16510 1.59777 0.67271
C2 -1.03838 1.28261 -0.18824
H1 2.28590 1.91853 0.45055
H2 1.29004 1.17608 -0.99886
H3 -1.91577 1.55339 0.42242
H4 -1.05509 1.89404 -1.10367
H5 -1.05745 0.23780 -0.48772
O1 0.16797 -1.98901 -1.44060
H6 0.08912 -2.92963 -1.48502
H7 0.11831 -1.86728 -0.50614
O2 -0.50874 -2.06578 1.30328
H8 -0.32618 -1.25725 1.74709
H9 -1.20647 -2.40459 1.78395
O3 0.31820 0.45252 -3.03590
H10 -0.23447 0.32173 -3.90158
H11 0.45460 -0.46630 -2.65787
O4 -0.15084 0.09125 2.88473
H12 -0.26459 0.61162 2.03939
H13 0.61947 0.63286 3.26613

Mulliken population analysis, charges in e, atoms 1 to 5: number 1, C, carries -0.09; number 2, N, carries -0.53; number 3, C, carries -0.79; number 4, H, carries 0.27; number 5, H, carries 0.13

---

- Look up the total energy of the second one.
  -6638.97211 Eh

---

- Among the records above, which one has the highest total energy?
  C2H13NO4